(1)
Formula: C33H57N3O5SiYb
Source: OMol25
Level of theory: ωB97M-V/def2-TZVPD

Positions of all 100 atoms, in Å:
O: 1.79089 3.46224 -0.33074
O: 1.44412 4.09962 -2.60708
C: 1.13355 4.57718 0.38940
C: 1.44765 4.46878 1.86521
H: 0.05532 4.47245 0.17924
H: 1.51553 5.51043 -0.05228
H: 1.07739 3.52869 2.29103
H: 0.93029 5.29232 2.35085
H: 2.51997 4.57068 2.06789
C: 3.28008 3.58122 -0.45386
C: 3.81471 4.95444 -0.81029
H: 3.56010 2.82288 -1.20280
H: 3.61850 3.27242 0.53825
H: 3.39580 5.38152 -1.73159
H: 4.88664 4.83418 -0.97290
H: 3.70303 5.66471 0.01536
C: 2.00194 3.17390 -3.66281
C: 0.43294 5.15488 -2.92766
C: 3.30588 3.73931 -4.16638
H: 1.21622 3.08274 -4.42240
H: 2.14182 2.22745 -3.12577
H: 3.18248 4.73200 -4.61385
H: 3.66516 3.05261 -4.93303
H: 4.05599 3.78476 -3.36752
C: 1.10946 6.26047 -3.70100
H: 0.08239 5.48633 -1.94347
H: -0.37802 4.65253 -3.47128
H: 2.01331 6.62924 -3.19599
H: 0.39558 7.08159 -3.76216
H: 1.35299 5.93555 -4.71690
H: 1.38375 3.63892 -1.60474
N: -1.57238 -0.43209 1.53907
C: -2.47862 -1.32347 1.22748
C: -2.71566 -1.89344 -0.06912
C: -1.93468 -1.99213 -1.23208
C: -3.47442 -1.62441 2.31844
H: -4.03987 -0.70437 2.52436
H: -2.95775 -1.96327 3.22408
H: -4.13630 -2.40239 1.95330
C: -2.52113 -2.63045 -2.46773
H: -1.95475 -3.54352 -2.69401
H: -2.43224 -1.93033 -3.30988
H: -3.57044 -2.87936 -2.29309
N: -0.65849 -1.58414 -1.34852
C: -1.21038 -0.00964 2.82744
C: -1.72532 1.25167 3.19137
C: -2.56542 2.06789 2.25689
C: -1.53011 1.68771 4.48702
H: -1.96556 2.63882 4.75754
C: -0.82400 0.92829 5.41199
H: -0.68454 1.28975 6.41432
C: -0.30161 -0.30483 5.06834
H: 0.21964 -0.93317 5.78480
C: -0.51992 -0.77513 3.79731
C: -0.05931 -2.15186 3.56494
C: 0.35264 -2.29987 -2.00667
C: 0.82870 -1.88173 -3.27372
C: 0.21337 -0.73089 -4.01272
C: 1.81683 -2.64218 -3.88706
H: 2.15311 -2.35398 -4.87580
C: 2.38233 -3.75283 -3.26141
H: 3.15479 -4.33069 -3.73854
C: 1.95548 -4.14804 -2.00845
H: 2.33668 -5.02338 -1.48846
C: 0.91184 -3.46847 -1.40910
C: 0.34477 -4.07878 -0.18303
Yb: 0.40713 0.04275 0.06461
H: -2.05510 3.01207 2.03946
H: -3.50474 2.32590 2.75943
H: -2.81453 1.57764 1.30812
H: -0.72764 -2.72512 2.94542
H: 0.04898 -2.80741 4.43159
H: 0.96942 -2.06464 3.29429
H: 0.98192 -0.25077 -4.62795
H: -0.21403 0.02703 -3.34907
H: -0.57560 -1.06917 -4.70132
H: 0.22505 -3.16494 0.51031
H: 1.07139 -4.74448 0.30823
H: -0.70575 -4.41324 -0.13475
H: -3.72361 -2.31514 -0.14486
C: -1.01161 1.72705 -0.99500
Si: -2.67176 1.82855 -1.77899
H: -0.91516 1.86220 0.08427
H: -0.13918 1.41650 -1.56350
C: -3.26026 3.56442 -1.37126
C: -4.07191 0.71711 -1.19832
C: -2.51814 1.54825 -3.63026
H: -1.61333 2.02014 -4.03531
H: -3.39446 1.99683 -4.11561
H: -2.50449 0.47667 -3.87253
H: -3.12622 3.76638 -0.30022
H: -4.32591 3.62574 -1.62191
H: -2.69386 4.30177 -1.95288
H: -4.09533 0.57215 -0.11212
H: -4.02707 -0.27028 -1.67559
H: -5.01600 1.19759 -1.49086
O: 2.33806 -2.92374 1.63176
N: 1.10979 -3.02274 1.75697
O: 0.33500 -3.97153 2.11070
O: 0.28782 -1.71332 1.21522

Its spin multiplicity is 2. The HOMO-LUMO gap (alpha / beta) comes out at 0.20378 / 0.20407 Ha. As for the net charge: +1. For the lowest unoccupied orbital energy (alpha / beta), the calculation gives -0.1398 / -0.1392 Ha. As for the expectation value of S²: 0.751. As for the total energy: -89243.763 eV. The value obtained for the HOMO energy (alpha / beta) is -0.3436 / -0.3433 Eh. For the relative energy (zero: lowest compared OMol25 entry of this formula, charge and spin), the calculation gives 239.30 kcal per mole.

***

(2)
Formula: C33H58BrNO8
Source: OMol25
Level of theory: ωB97M-V/def2-TZVPD

Positions of all 101 atoms, in Å:
C: 4.64487 -2.24527 3.62334
C: 5.35502 -1.08073 4.34020
C: 5.18116 0.27979 3.65876
N: 4.01002 1.04796 4.12362
C: 2.84788 0.32961 4.33500
C: 2.25044 0.11083 5.52477
Br: 2.95954 0.80160 7.11788
C: 0.99704 -0.66259 5.64944
O: 0.41918 -0.78421 6.71058
C: 0.48866 -1.33938 4.43297
C: 1.05434 -1.15534 3.24248
C: 2.20328 -0.23733 3.09030
O: 2.62056 0.06747 1.99645
H: 5.16538 -3.18698 3.77757
H: 3.63262 -2.37049 4.01939
H: 4.53467 -2.02097 2.55964
H: 6.42600 -1.30083 4.38988
H: 5.00361 -1.03451 5.37604
H: 6.05915 0.90229 3.84226
H: 5.10567 0.14245 2.57784
H: 4.22399 1.61750 4.93190
H: -0.37629 -1.98180 4.56601
H: 0.71003 -1.63771 2.33210
C: -1.27894 -2.95626 -1.95256
C: -1.09328 -1.44094 -1.90243
C: -1.03104 -1.18491 -0.40354
O: -0.44542 -2.35397 0.17294
C: -0.40336 -3.40775 -0.79049
H: -0.98177 -3.40445 -2.89938
H: -2.32358 -3.21365 -1.76565
H: -0.14464 -1.16462 -2.36938
H: -1.89104 -0.88454 -2.39234
H: -2.03112 -1.04498 0.02001
H: -0.42130 -0.31868 -0.14250
H: 0.63413 -3.55086 -1.11160
H: -0.75030 -4.32937 -0.32227
C: 2.46906 0.62683 -3.20645
C: 3.68582 1.42110 -3.67682
C: 3.27032 1.81327 -5.08903
O: 1.84715 1.95015 -5.06333
C: 1.33027 1.40844 -3.84636
H: 2.37825 0.56180 -2.12304
H: 2.50254 -0.38824 -3.60930
H: 3.81438 2.31138 -3.05794
H: 4.61499 0.85411 -3.65494
H: 3.53747 1.03535 -5.81213
H: 3.70908 2.75578 -5.41815
H: 1.00646 2.23441 -3.20342
H: 0.46151 0.78896 -4.07527
C: 2.20814 -4.25201 7.54973
C: 2.64905 -5.69980 7.33670
C: 3.31948 -5.61822 5.97088
O: 3.87531 -4.30582 5.87867
C: 3.37231 -3.48708 6.93666
H: 2.03941 -3.99180 8.59313
H: 1.28852 -4.04991 6.99610
H: 3.37570 -5.98851 8.09918
H: 1.82879 -6.41566 7.35934
H: 2.58936 -5.75092 5.16474
H: 4.11696 -6.35015 5.83783
H: 4.17045 -3.32199 7.66848
H: 3.07857 -2.51801 6.52642
C: -0.72498 3.68186 -6.79775
C: -0.51319 5.01548 -7.51070
C: -1.83453 5.72257 -7.23758
O: -2.28679 5.24933 -5.96691
C: -1.51023 4.11595 -5.56876
H: 0.19727 3.16330 -6.54067
H: -1.33162 3.01846 -7.42054
H: 0.31218 5.56146 -7.04852
H: -0.30293 4.91565 -8.57451
H: -2.58268 5.46856 -7.99791
H: -1.74117 6.80836 -7.19532
H: -0.84044 4.41104 -4.75390
H: -2.18330 3.34077 -5.19809
C: -4.07352 0.07313 6.30373
C: -5.00858 -1.07230 5.92072
C: -4.57918 -1.35188 4.48606
O: -3.18722 -1.04145 4.41775
C: -2.78782 -0.33352 5.59750
H: -3.94059 0.19116 7.37782
H: -4.44856 1.01597 5.89953
H: -4.81462 -1.94278 6.55101
H: -6.06537 -0.82189 6.00114
H: -5.12062 -0.71331 3.77933
H: -4.72369 -2.39195 4.19091
H: -2.18312 -0.99917 6.21964
H: -2.16995 0.51697 5.30558
C: -4.68223 2.69883 -6.97811
C: -5.91804 3.49794 -7.38187
C: -5.68602 3.67920 -8.87630
O: -4.96853 2.52390 -9.31471
C: -4.49545 1.78916 -8.18516
H: -4.80240 2.14499 -6.04763
H: -3.82703 3.36897 -6.86979
H: -6.82247 2.91101 -7.20617
H: -6.01665 4.44502 -6.85384
H: -5.07951 4.56954 -9.07620
H: -6.61152 3.75710 -9.44794
H: -5.08550 0.87102 -8.08682
H: -3.45394 1.51176 -8.35592

The HOMO-LUMO gap comes out at 0.28105 Ha. For the lowest unoccupied orbital energy, the calculation gives -0.0454 Ha. As for the structure (SMILES): CCCNC1=C(Br)C(=O)C=CC1=O.C1CCOC1.C1CCOC1.C1CCOC1.C1CCOC1.C1CCOC1.C1CCOC1. As for the total energy: -123070.948 eV. The value obtained for the HOMO energy is -0.3264 Eh.

***

(3)
Formula: C33H58ClMnNO2P2
Source: OMol25
Level of theory: ωB97M-V/def2-TZVPD

Positions of all 98 atoms, in Å:
Mn: -1.28132 -0.97804 -1.78074
Cl: -3.14769 -1.91398 -0.58898
P: -2.52129 1.06597 -2.44764
C: -4.30503 1.20148 -2.06692
C: -1.56984 2.64321 -2.69345
C: -2.32307 -0.28403 -3.75941
C: -4.48829 1.30632 -0.54421
H: -4.74981 0.25351 -2.41483
C: -4.95718 2.35269 -2.83392
H: -4.47947 3.31073 -2.59249
H: -6.01628 2.42323 -2.55542
H: -4.91362 2.18927 -3.91850
H: -4.14690 0.38238 -0.06168
H: -5.54298 1.44758 -0.27796
H: -3.91673 2.15084 -0.14046
H: -2.82829 -1.15860 -3.28554
C: -0.86712 -0.70340 -4.08120
C: -3.09047 0.01880 -5.05126
H: -4.17503 0.01199 -4.89579
H: -2.86611 -0.77522 -5.77851
H: -2.78730 0.98117 -5.48677
H: -0.12941 -0.64178 -3.23710
H: -0.45069 -0.08461 -4.88875
H: -0.86205 -1.74713 -4.42290
C: -1.40403 3.33745 -1.33244
H: -2.19065 3.27188 -3.35497
C: -0.21730 2.40576 -3.37219
H: -2.37202 3.60160 -0.88390
H: -0.82545 4.26775 -1.41824
H: -0.85265 2.67492 -0.64772
H: 0.36543 1.67570 -2.78873
H: 0.36408 3.33849 -3.41310
H: -0.31352 2.03837 -4.40227
H: -2.12191 0.61143 -1.05077
H: -1.23697 -2.49622 -2.53011
P: -0.23510 -3.37085 2.13381
C: -0.63888 -4.97269 1.44822
C: 1.47617 -2.98307 2.48238
C: -1.58504 -2.70880 3.10789
C: -0.51619 -5.05656 -0.08781
H: -1.70928 -5.08579 1.70931
C: 0.14480 -6.05014 2.19400
H: 1.22951 -5.94071 2.07142
H: -0.17732 -7.01480 1.78768
H: -0.08300 -6.02653 3.26658
H: -1.37021 -4.57455 -0.57332
H: -0.48500 -6.10208 -0.41421
H: 0.37786 -4.56565 -0.48538
H: -2.49417 -3.02730 2.56284
C: -1.65293 -1.16379 3.21029
C: -1.54800 -3.43838 4.45108
H: -1.85717 -4.48686 4.34381
H: -2.24636 -2.91810 5.11452
H: -0.54431 -3.44243 4.89809
H: -1.24221 -0.63520 2.33815
H: -1.14728 -0.79579 4.11404
H: -2.71201 -0.87383 3.27063
C: 2.38005 -3.14678 1.25362
H: 1.62841 -3.77026 3.25261
C: 1.65652 -1.55705 3.02482
H: 2.37073 -4.16168 0.86177
H: 3.42041 -2.90950 1.50270
H: 2.07417 -2.47174 0.44265
H: 1.32945 -0.79635 2.29486
H: 2.71634 -1.36896 3.23881
H: 1.10611 -1.39092 3.95269
C: 2.27339 2.57212 4.42139
C: 1.98147 3.24664 3.09651
C: 1.06467 4.29249 3.06784
C: 0.75214 4.96460 1.88100
C: 1.36739 4.57251 0.69762
C: 2.25060 3.48040 0.69934
N: 2.74634 3.07722 -0.53796
C: 3.34993 1.88157 -0.98307
C: 4.60759 1.99898 -1.60734
C: 5.22580 0.88855 -2.17883
C: 4.57991 -0.35584 -2.19132
C: 3.32333 -0.47853 -1.59095
C: 2.69327 0.61889 -0.99447
C: 1.26582 0.44200 -0.54219
O: 0.80383 0.99253 0.47423
O: 0.59073 -0.37139 -1.30668
C: 2.61585 2.84127 1.91050
C: 3.65152 1.76167 1.91999
H: 2.06997 1.49352 4.40473
H: 3.31676 2.71073 4.73615
H: 1.64278 3.00402 5.20738
H: 0.57796 4.58748 4.00281
H: 0.02509 5.77374 1.87831
H: 1.12459 5.06422 -0.24296
H: 2.77449 3.81362 -1.24094
H: 5.07791 2.98884 -1.62457
H: 6.20318 0.99736 -2.64318
H: 5.03319 -1.22137 -2.68331
H: 2.79075 -1.42965 -1.60815
H: 3.25037 0.80427 1.56441
H: 4.51869 2.01196 1.30223
H: 4.00562 1.60325 2.94184

Its spin multiplicity is 4. The HOMO-LUMO gap (alpha / beta) comes out at 0.19818 / 0.20072 Ha. For the lowest unoccupied orbital energy (alpha / beta), the calculation gives -0.0001 / 0.0025 Ha. As for the expectation value of S²: 3.992. As for the total energy: -103164.266 eV. The value obtained for the HOMO energy (alpha / beta) is -0.1982 / -0.1982 Eh.

***

(4)
Formula: C33H58FO18PS
Source: OMol25
Level of theory: ωB97M-V/def2-TZVPD

Positions of all 112 atoms, in Å:
C: 2.82771 0.83739 2.97991
P: 2.38121 -0.56258 1.88998
C: 3.67247 -1.82208 2.28464
C: 2.71843 -0.14945 0.07696
C: 2.84276 1.31660 -0.35724
C: 4.17141 1.98155 0.02759
C: 5.38550 1.14175 -0.29095
C: 5.56627 0.65745 -1.58192
C: 6.66770 -0.11502 -1.90343
C: 7.61429 -0.40892 -0.92683
C: 7.45197 0.08824 0.34944
C: 6.34540 0.85995 0.67393
C: 1.63056 2.18753 0.01625
S: 0.13322 1.27601 -0.28102
O: -0.75241 2.10039 -1.04427
O: -0.41900 0.74326 0.92338
O: 0.65442 0.14349 -1.27079
C: 1.59133 -0.80210 -0.73808
F: 2.12910 -1.39278 -1.86257
H: 3.77505 1.33369 2.76957
H: 2.93205 0.39646 3.97591
H: 2.00352 1.54603 3.06102
H: 4.52243 -1.35236 2.78900
H: 3.26665 -2.57410 2.95686
H: 4.04786 -2.27354 1.36581
H: 3.62400 -0.69512 -0.19106
H: 2.82130 1.30479 -1.45294
H: 4.25302 2.88289 -0.59327
H: 4.18118 2.33210 1.05830
H: 4.84122 0.88503 -2.35594
H: 6.79467 -0.50331 -2.90559
H: 8.46080 -1.03285 -1.18439
H: 8.18851 -0.13380 1.11273
H: 6.21399 1.22906 1.68493
H: 1.59612 3.03547 -0.66594
H: 1.66439 2.55686 1.03896
H: 1.08304 -1.59669 -0.18957
C: -1.88405 0.36962 -3.56500
C: -3.13849 0.92893 -2.93562
O: -3.83213 1.82496 -3.82578
C: -4.56233 1.24828 -4.77103
O: -4.70851 0.06303 -4.93681
O: -5.11676 2.20845 -5.51471
C: -5.88718 1.72860 -6.61859
H: -1.24116 1.17629 -3.91964
H: -1.32930 -0.22530 -2.84277
H: -2.12377 -0.26207 -4.42129
H: -2.88607 1.52745 -2.06538
H: -3.81264 0.13528 -2.61288
H: -6.62815 1.00228 -6.29100
H: -5.23584 1.28193 -7.36824
H: -6.38664 2.59621 -7.03946
C: 2.07819 -1.72764 -9.57816
C: 3.12500 -1.16513 -8.64147
O: 2.53930 -0.63710 -7.44203
C: 2.19730 -1.54629 -6.52733
O: 2.36351 -2.73536 -6.61584
O: 1.64554 -0.91023 -5.49806
C: 1.16842 -1.76846 -4.45197
H: 1.31177 -0.97954 -9.78398
H: 2.53748 -2.03063 -10.51911
H: 1.58843 -2.59504 -9.13777
H: 3.63433 -0.32148 -9.10390
H: 3.87751 -1.91168 -8.38896
H: 1.94750 -2.44961 -4.12348
H: 0.30070 -2.32833 -4.80118
H: 0.87098 -1.11822 -3.64393
C: -8.16633 -0.48246 -3.46649
C: -7.06677 0.09880 -2.60555
O: -7.59210 0.71899 -1.41979
C: -7.92707 -0.11699 -0.44121
O: -7.81410 -1.31459 -0.45424
O: -8.40339 0.60673 0.57485
C: -8.85196 -0.16513 1.68981
H: -8.91774 0.27777 -3.68624
H: -7.74922 -0.85495 -4.40213
H: -8.66673 -1.30522 -2.95710
H: -6.55757 0.89188 -3.14650
H: -6.32630 -0.65480 -2.34162
H: -8.08116 -0.85841 2.02235
H: -9.76148 -0.70916 1.43930
H: -9.06934 0.53866 2.48884
C: -5.19809 -2.73802 7.19146
C: -6.52698 -2.10819 6.83557
O: -6.37292 -0.75003 6.39502
C: -5.95646 -0.60462 5.13728
O: -5.73236 -1.49287 4.35698
O: -5.83804 0.69865 4.88852
C: -5.33295 1.00777 3.58639
H: -4.66910 -2.12211 7.91978
H: -5.35254 -3.73065 7.61434
H: -4.56450 -2.83268 6.31059
H: -7.16776 -2.05051 7.71350
H: -7.05249 -2.68652 6.07628
H: -5.90921 0.50513 2.81268
H: -4.28338 0.72935 3.50710
H: -5.42644 2.08207 3.45875
C: 8.81357 0.74218 6.86810
C: 8.01176 1.13345 5.64659
O: 6.75327 0.44057 5.58944
C: 5.79932 0.92737 6.38199
O: 5.89122 1.88685 7.10081
O: 4.71487 0.16336 6.23827
C: 3.61997 0.53053 7.08476
H: 8.93299 -0.34087 6.91320
H: 9.79969 1.20491 6.83528
H: 8.31272 1.06145 7.78100
H: 8.53664 0.84296 4.73821
H: 7.84383 2.20925 5.60558
H: 3.38421 1.58707 6.98003
H: 3.85244 0.30046 8.12289
H: 2.77293 -0.06787 6.76136

The HOMO-LUMO gap comes out at 0.32528 Ha. For the lowest unoccupied orbital energy, the calculation gives 0.0135 Ha. As for the structure (SMILES): CP(C)[C@@H]1[C@H](Cc2ccccc2)CS(=O)(=O)O[C@H]1F.CCOC(=O)OC.CCOC(=O)OC.CCOC(=O)OC.CCOC(=O)OC.CCOC(=O)OC. As for the total energy: -94858.983 eV. The value obtained for the HOMO energy is -0.3118 Eh.